(1)
13
Properties=species:S:1:pos:R:3:forces:R:3 method="wB97M-V/def2-TZVPD" gap_ha=0.3092 smiles="CP1#P=CCN1" max_force_ev_per_a=4.309 relative_energy_ev=0.9710 e_tot_ha=-855.88082
H -0.705514 1.517990 1.799451 -0.4 0.6 0.9
H 1.957646 -2.648643 -0.708561 -2.7 1.5 -0.5
H -1.499445 -0.683440 1.249454 0.0 0.2 0.7
C 0.060160 1.924094 -0.070179 1.7 1.6 -2.9
C 0.921781 -2.008448 -0.821650 3.9 0.8 -0.2
H 0.089233 -2.609019 -0.658975 -1.3 -1.3 0.5
P 1.013669 -0.691770 0.555326 -3.6 -0.7 -0.3
H 0.821928 -1.573543 -1.852159 0.3 -0.4 1.0
H -1.930842 1.619274 0.404097 0.4 0.7 0.9
C -0.922909 1.327970 0.766559 -3.1 -2.4 0.2
H -0.149314 2.954106 -0.543522 0.5 -1.6 1.0
P 1.355513 1.030046 -0.663019 0.1 1.4 -0.2
N -1.011905 -0.158618 0.543172 4.2 -0.2 -1.0

(2)
12
Properties=species:S:1:pos:R:3:forces:R:3 method="wB97M-V/def2-TZVPD" gap_ha=0.2321 max_force_ev_per_a=1.344 relative_energy_ev=3.4973 e_tot_ha=-571.31040
H 0.560474 -0.866661 -1.733231 -0.2 -0.1 -0.1
H 0.577857 2.455765 1.335753 -0.2 0.0 0.1
S -1.754694 0.349376 -1.431768 -0.1 -0.2 0.1
C 0.494481 -0.742497 0.410857 0.5 0.0 -0.1
H 0.561672 -1.274208 1.345013 -0.4 -0.1 0.1
H -0.005293 0.977486 -0.347734 0.8 0.4 -0.2
H 0.914165 0.971635 2.452338 0.4 0.0 0.0
H -2.294363 -0.476301 -2.323993 0.0 -0.1 -0.2
H -0.463242 -2.151698 -0.833046 0.6 -0.5 -0.2
C 0.150534 -1.263637 -0.820014 -1.1 0.7 0.3
C 0.718330 1.398136 1.482293 -0.1 0.2 -0.3
N 0.540079 0.622599 0.463530 -0.4 -0.3 0.5

(3)
12
Properties=species:S:1:pos:R:3:forces:R:3 method="wB97M-V/def2-TZVPD" gap_ha=0.3445 max_force_ev_per_a=4.344 relative_energy_ev=1.3185 e_tot_ha=-571.39047
H 0.668448 -1.277430 2.285338 1.0 0.9 0.0
H -1.807146 1.200608 -2.343181 -0.4 -0.8 1.0
H 2.188697 -0.880257 1.402198 1.1 -0.6 -0.1
S 0.446154 0.469757 0.612238 0.2 -0.8 0.8
C -0.612693 -0.406236 -1.469101 -3.9 0.7 -1.8
H 1.699138 0.240546 2.720532 -0.4 -0.4 -0.5
H -2.684719 0.062537 -1.112856 0.1 -0.2 -0.9
C 1.377287 -0.473852 1.940789 -2.2 0.1 -0.7
H -0.775333 -0.966131 -2.386305 0.6 -0.7 0.0
C -1.769365 0.604728 -1.383330 0.8 0.3 -1.0
H -1.710051 1.282063 -0.574247 0.5 0.9 0.8
N 0.187305 -0.789413 -0.616775 2.7 0.7 2.3

(4)
13
Properties=species:S:1:pos:R:3:forces:R:3 method="wB97M-V/def2-TZVPD" gap_ha=0.3261 smiles="CCSNC=S" max_force_ev_per_a=6.717 relative_energy_ev=2.6921 e_tot_ha=-969.53838
H 0.765723 0.994882 -0.852608 -0.4 1.6 -2.3
C -2.757680 -0.457337 0.444695 0.7 -0.5 -0.1
H 0.652556 1.212468 0.871884 0.1 -2.0 -1.4
H -1.741672 -0.162407 -1.358447 -1.7 0.2 -3.4
C 2.363436 0.061158 0.070126 2.8 0.8 -0.9
C 0.902597 0.450154 -0.000529 1.3 1.4 3.3
S -0.057499 -0.981934 -0.218940 -1.9 -0.2 0.7
N -1.594070 -0.114919 -0.425841 0.5 -2.3 6.3
H -2.784617 -1.103809 1.570841 1.2 2.1 -3.6
S -4.185253 0.034904 -0.139253 -0.1 -0.2 0.4
H 2.644867 -0.692626 -0.738786 -0.5 0.3 1.5
H 2.757208 -0.162720 1.113703 -0.6 -0.2 -1.5
H 3.034406 0.922188 -0.336839 -1.3 -1.0 1.0

(5)
13
Properties=species:S:1:pos:R:3:forces:R:3 method="wB97M-V/def2-TZVPD" gap_ha=0.3248 smiles="CSNC(C)=S" max_force_ev_per_a=2.440 relative_energy_ev=0.9092 e_tot_ha=-969.60391
H -1.554765 0.338049 1.430808 -0.5 -0.6 0.0
N -0.206833 -0.608591 -0.964058 -1.9 0.7 0.1
S 1.186672 1.698436 -0.772495 -0.5 -0.1 0.0
H -0.260352 -1.574848 -0.666006 0.2 0.2 0.0
H 2.286377 -0.233832 0.899807 0.3 -0.7 -0.4
H 1.386721 -1.698707 0.383584 0.1 -0.6 0.5
C 0.879370 0.099732 -0.600701 1.4 -0.7 0.1
H 2.680401 -1.138442 -0.636129 0.7 0.1 -0.4
H -3.073446 1.001750 0.622258 -0.4 0.2 0.7
H -1.448236 1.904617 0.694138 -1.0 -0.9 -0.5
S -1.796652 0.121777 -1.075555 0.9 0.2 1.1
C 1.924130 -0.833173 0.048248 -1.2 1.6 0.5
C -2.003389 0.923227 0.636104 1.7 0.6 -1.6

(6)
12
Properties=species:S:1:pos:R:3:forces:R:3 method="wB97M-V/def2-TZVPD" gap_ha="0.2808 / 0.2141" max_force_ev_per_a=4.912 relative_energy_ev=7.5553 e_tot_ha=-462.45948
H 2.046409 2.172982 -0.665887 -1.0 -0.8 -0.8
H 2.473356 0.825086 -1.787204 -0.2 -0.3 0.1
H 2.357572 0.704239 -0.044376 0.7 -1.3 1.0
C 0.499009 0.572185 -0.840917 2.5 -1.7 -0.3
H -1.872546 -0.123370 1.100195 -2.8 3.0 0.1
C 1.871872 1.074263 -0.910195 -0.3 1.9 -0.3
N 0.766279 -1.854524 -1.250372 -0.1 2.5 0.2
H -1.699742 -1.820587 1.318706 -0.2 -0.1 0.3
Si -0.549223 -0.961332 -0.716958 -0.1 0.5 2.1
H -1.613127 -0.345092 -1.397767 -1.6 -0.2 -1.4
H -0.398411 -0.691828 1.801534 -0.5 -0.2 -0.4
C -1.219793 -0.876029 1.080233 3.6 -3.3 -0.5